[1]
DFT (ωB97M-V with the def2-TZVPD basis set) results for 2 unconnected molecules or ions with the total composition C11H18 at a distorted geometry.

XYZ file:
```
29
Properties=species:S:1:pos:R:3:forces:R:3:lowdin_charge:R:1
C 0.3976 0.9780 -2.0633 1.1115 -0.6724 -0.9398 -0.474
C 1.5704 1.9346 -2.2968 0.1609 0.5089 -0.6969 -0.093
C -0.9022 1.6926 -1.8179 -0.5233 0.4169 0.4637 -0.093
C 0.2660 0.0031 -3.2677 0.3707 -0.4099 -0.1134 -0.079
H 0.7200 0.2678 -1.3097 -0.4821 0.5172 0.9263 0.084
H 1.5622 2.8677 -1.7249 -0.1681 -0.2933 0.3605 0.069
H -1.7169 1.0410 -1.5128 -0.0027 -0.3612 -0.0700 0.076
H -0.8635 2.4673 -1.0438 0.3141 -0.0792 -0.0484 0.069
H -1.2281 2.1855 -2.7350 0.0350 0.0780 -0.0933 0.080
H 0.4173 -1.0219 -2.9083 -0.5782 0.0278 -0.1062 0.069
H -0.6885 0.1085 -3.7795 -0.1226 -0.1892 0.0518 0.068
H 1.0409 0.0757 -4.0383 0.0339 0.5415 0.1447 0.068
H 1.5586 2.2733 -3.3422 0.0058 -0.0644 0.0813 0.074
H 2.5417 1.4513 -2.1468 -0.1725 -0.0188 0.0341 0.076
C -0.6230 1.3847 2.5505 -0.3181 0.4943 -0.2000 -0.052
C -1.1058 -2.2226 1.4858 -0.0418 -0.5113 -0.6646 -0.089
C 0.0939 -2.4906 0.8309 -0.0561 -0.1681 0.3644 -0.099
C -1.3368 -0.9857 2.0566 0.0050 0.0386 0.0338 -0.054
C -0.3798 0.0203 1.9690 0.2648 0.3300 0.4507 -0.284
C 1.0714 -1.5167 0.8045 0.2508 0.3554 0.5615 -0.102
C 0.8481 -0.2692 1.3950 -0.3046 -0.6084 -1.2394 -0.067
H -1.8486 -3.0185 1.4418 -0.0675 0.3427 0.4068 0.104
H 0.2504 -3.4833 0.4195 0.0890 0.1995 -0.0866 0.101
H -2.2533 -0.7760 2.5892 -0.1768 -0.0490 -0.0679 0.107
H 2.0586 -1.6914 0.4064 0.0156 -0.2111 -0.3446 0.101
H 0.2808 1.7711 3.0313 -0.2598 -0.0571 0.0979 0.082
H -1.4756 1.4014 3.2291 0.2224 -0.2192 0.3482 0.073
H 1.5875 0.4858 1.1721 0.1020 0.2929 0.5678 0.111
H -0.9237 2.1276 1.8000 0.2928 -0.2311 -0.2225 0.074
```
Positions in Å, forces in eV/Å.

Its energy relative to the best compared isomer or geometry (same formula, charge and spin) is 54.6 kJ/mol. Its structure (SMILES) is Cc1ccccc1.CC(C)C. The value obtained for the orbital gap is 10.00 eV. The HOMO energy is -9.1 eV. For the LUMO energy, the calculation gives 0.90 eV. The spin multiplicity is 1.

---

[2]
DFT (ωB97M-V with the def2-TZVPD basis set) results for a molecular structure, C11H18B2BrF4N5O6Ti at a distorted geometry.

XYZ file:
```
48
Properties=species:S:1:pos:R:3:forces:R:3:lowdin_charge:R:1
Ti 0.3156 0.0912 -0.7860 -1.8884 -2.5983 -3.3196 1.001
C 0.0033 4.2872 -1.8598 0.0197 0.0783 0.0087 0.032
C -0.1265 2.9279 -1.2865 -0.1666 0.2648 0.0881 -0.223
N 0.7640 2.0202 -1.3666 0.2341 0.6442 -0.3214 -0.057
O 1.9166 2.2797 -2.0000 0.4414 0.0327 -0.0582 0.108
B 2.7305 1.0302 -2.0593 -0.1812 -0.1671 -0.2130 -1.025
F 1.7700 -0.0108 -2.4219 0.1228 0.3534 0.5730 0.041
F 3.7472 1.1480 -2.9215 0.0734 0.1069 0.0541 0.246
O 3.2234 0.6229 -0.7075 0.2654 0.2472 -0.1944 0.116
N 2.1826 0.2518 0.0461 0.6428 0.1307 0.2554 -0.020
C 2.3809 -0.1734 1.2316 0.0717 -0.1329 0.2168 -0.183
C 3.7159 -0.3226 1.8528 0.0744 0.0177 0.0076 0.033
C 1.1168 -0.5784 1.9035 0.2751 -0.1079 0.1389 -0.197
N 0.1006 -0.4827 1.1435 0.0929 0.0819 0.7658 -0.069
O -1.0694 -0.9597 1.5989 -0.3525 0.1364 0.2453 0.072
B -2.0795 0.1700 1.7314 -0.0885 -0.0149 -0.1018 -1.077
F -1.5041 1.1750 2.5130 -0.0283 -0.1049 -0.1013 0.153
F -3.2243 -0.3567 2.2368 0.0403 -0.0464 -0.0643 0.206
O -2.3763 0.7120 0.3585 -0.0866 -0.1578 0.4659 0.059
N -1.2810 1.2529 -0.1942 -0.4940 0.6684 0.2225 -0.118
C -1.3516 2.4644 -0.5973 -0.0233 0.0848 0.0434 -0.246
C -2.5722 3.2924 -0.4705 0.0017 0.1477 0.0053 0.036
C 1.0226 -1.0821 3.2909 0.0690 -0.0615 0.0566 0.046
H 1.0048 4.4400 -2.2483 -0.0057 0.0051 -0.0090 0.091
H -0.2176 5.0396 -1.1016 -0.0163 0.0089 -0.0272 0.098
H -0.7179 4.4041 -2.6719 -0.0066 0.0079 0.0094 0.111
H 4.4883 -0.0991 1.1236 0.0072 0.0063 0.0209 0.093
H 3.8360 -1.3487 2.2049 -0.0260 0.0187 0.0334 0.110
H 3.8200 0.3517 2.7056 -0.0134 -0.0391 0.0129 0.106
H -3.2817 2.7962 0.1815 -0.0327 0.0117 0.0079 0.096
H -3.0254 3.4126 -1.4586 0.0171 0.0054 0.0093 0.113
H -2.3364 4.2818 -0.0761 0.0198 -0.0145 -0.0629 0.098
H 1.9426 -0.9120 3.8443 -0.0079 -0.0236 -0.0187 0.088
H 0.1855 -0.5900 3.7857 0.0070 -0.0122 0.0076 0.106
H 0.8038 -2.1524 3.2630 0.0296 0.0080 0.0043 0.117
N -2.6434 -2.5046 -0.7855 0.3767 0.1712 -0.2678 0.014
C -1.9100 -3.6703 -1.2429 -0.3148 0.1295 -0.0424 -0.279
C -0.6757 -3.8977 -0.3998 0.0647 0.2862 -0.2233 -0.092
C 0.4155 -2.8364 -0.3571 0.0178 -0.1953 0.2618 -0.521
O 1.3700 -3.0134 0.3693 0.0891 0.2467 -0.0550 0.091
O 0.2912 -1.7325 -1.1010 0.1153 -0.3717 0.7486 -0.197
H -2.5038 -2.2764 0.1823 -0.1270 -0.1038 0.2582 0.048
H -3.6158 -2.4928 -1.0320 -0.1383 -0.0195 0.0000 0.076
H -1.6264 -3.5576 -2.2945 -0.0299 0.1328 0.0121 0.110
H -2.5279 -4.5753 -1.1742 0.1779 -0.1180 -0.0551 0.108
H -0.1578 -4.8035 -0.7164 -0.0662 -0.1105 0.1057 0.129
H -0.9894 -4.0281 0.6387 0.1863 -0.1068 0.0610 0.130
Br -1.3338 0.0055 -2.8749 0.5610 0.4731 0.4348 0.223
```
Positions in Å, forces in eV/Å.

Its energy relative to the best compared isomer or geometry (same formula, charge and spin) is 108.8 kJ/mol. The value obtained for the orbital gap is 5.95 eV. The HOMO energy is -8.3 eV. For the LUMO energy, the calculation gives -2.38 eV. The spin multiplicity is 1.